[1]
The following is a DFT calculation (ωB97M-V/def2-TZVPD) of a molecular structure, C36H49FeN6O3S2 in a non-equilibrium geometry.

Geometry as XYZ:
```
97
Properties=species:S:1:pos:R:3:forces:R:3:lowdin_charge:R:1
Fe 0.2052 1.5394 1.4094 1.032 -0.103 0.006 0.4882
C 1.1715 -0.4177 -0.8592 -0.370 0.172 0.162 -0.1883
C -1.1564 -0.5206 -0.6174 0.067 0.052 0.180 -0.1893
N -1.2620 0.1833 0.6907 -0.274 0.129 -0.327 -0.0450
C -2.5102 0.9823 0.7845 -0.034 -0.029 0.054 -0.1601
C -2.2462 2.3888 0.2878 0.007 -0.005 0.024 -0.1513
N -1.2169 2.9477 1.1697 0.092 0.215 -0.016 -0.1157
C -0.7656 4.2924 0.8061 0.050 -0.065 -0.039 -0.1717
C 0.1931 4.8710 1.8624 -0.014 0.029 -0.004 -0.1291
C 0.9569 3.8985 2.7711 -1.343 0.169 0.210 -0.1885
N 1.7662 2.8844 2.0802 -0.530 0.112 0.228 -0.0713
C 2.6769 3.3460 1.0242 0.218 -0.040 0.066 -0.1503
C 2.0591 3.1613 -0.3556 -0.102 0.091 -0.015 -0.1621
N 1.1989 1.9516 -0.3988 0.629 -0.173 -0.303 -0.0712
C 2.0250 0.8213 -0.9322 -0.168 0.057 0.026 -0.1588
H 1.0641 -0.6273 0.2025 -0.167 -0.324 -0.145 0.0731
H 1.5317 -1.3055 -1.3811 0.303 0.194 -0.126 0.1252
H -2.0657 -0.3611 -1.1956 0.005 0.000 -0.011 0.1352
H -1.0427 -1.5922 -0.4238 0.009 0.000 -0.014 0.1463
H -1.2844 -0.5143 1.4269 -0.042 0.047 0.044 0.1195
H -3.3338 0.5080 0.2464 0.016 0.014 -0.036 0.1276
H -2.7885 1.0318 1.8355 0.004 -0.012 -0.005 0.0880
H -1.8655 2.3768 -0.7385 -0.021 -0.003 -0.005 0.1276
H -3.1624 2.9871 0.2993 -0.004 -0.005 -0.003 0.1365
H -1.6084 3.0073 2.1152 -0.063 -0.079 0.001 0.0808
H -0.2925 4.2165 -0.1697 -0.042 0.057 -0.041 0.0896
H -1.6158 4.9697 0.6749 -0.019 -0.019 0.075 0.1302
H 0.8756 5.5628 1.3616 0.037 -0.015 0.035 0.1121
H -0.3855 5.4863 2.5538 -0.013 0.011 -0.019 0.1231
H 1.3641 4.5079 3.5866 1.027 -0.149 -0.422 0.1360
H 0.2349 3.2893 3.3078 -0.165 0.310 0.053 0.0603
H 2.3015 2.3838 2.7795 -0.069 -0.078 0.003 0.1285
H 2.9399 4.3962 1.1679 0.065 -0.009 -0.007 0.1270
H 3.6087 2.7842 1.1024 -0.057 -0.092 0.007 0.1237
H 1.4797 4.0414 -0.6167 -0.098 -0.052 -0.002 0.1008
H 2.8414 3.0865 -1.1147 0.047 0.035 0.041 0.1267
H 0.4967 2.0854 -1.1204 -0.078 0.068 0.091 0.1189
H 2.3261 1.0380 -1.9587 0.020 0.002 0.002 0.0891
H 2.9189 0.7209 -0.3137 -0.003 -0.033 0.000 0.1212
C -5.7419 -2.0412 6.4013 0.002 -0.007 0.002 -0.0407
C -4.6271 -1.1543 5.9244 0.004 -0.015 0.016 -0.2581
C -4.8100 -0.3218 4.8204 0.038 0.031 -0.019 -0.0249
C -3.8013 0.5209 4.3886 -0.039 -0.074 -0.013 -0.0588
C -2.5822 0.5260 5.0544 0.081 0.053 -0.020 -0.2775
C -2.3911 -0.2672 6.1748 0.011 0.064 0.037 -0.0621
C -3.4100 -1.1069 6.5972 -0.032 -0.004 -0.001 -0.0203
S -1.2928 1.6043 4.4971 -0.038 -0.253 -0.150 0.6300
O -0.3781 1.7871 5.5880 0.048 -0.004 0.053 -0.2701
O -1.9600 2.7613 3.9332 -0.059 0.038 -0.023 -0.3193
N -0.5506 0.9068 3.2319 0.063 0.267 0.390 -0.1493
C 0.4420 -0.0259 3.4056 0.081 -0.214 0.107 -0.3645
C 0.5866 -0.9903 4.4138 0.022 0.108 -0.004 0.0150
C 1.6096 -1.9027 4.3094 0.003 -0.024 0.031 -0.0389
C 2.4724 -1.8682 3.2139 0.028 0.031 -0.013 -0.0539
C 2.2682 -0.8941 2.2666 0.186 0.190 0.107 -0.1186
N 1.2976 0.0261 2.3641 -0.273 -0.408 -0.213 0.0358
H -6.2282 -2.5449 5.5661 -0.003 0.002 -0.001 0.0837
H -6.5026 -1.4521 6.9168 -0.002 -0.002 0.000 0.0915
H -5.3787 -2.7977 7.0946 0.001 0.003 0.001 0.0792
H -5.7633 -0.3203 4.3060 -0.004 -0.005 0.002 0.1206
H -3.9716 1.2008 3.5651 -0.010 -0.002 0.015 0.1011
H -1.4712 -0.1887 6.7391 0.021 -0.023 -0.022 0.1125
H -3.2633 -1.7214 7.4766 0.001 -0.001 0.000 0.1194
H -0.1008 -1.0184 5.2421 -0.024 0.008 0.029 0.0912
H 1.7359 -2.6558 5.0764 -0.001 0.000 -0.002 0.1187
H 3.2792 -2.5775 3.1057 0.001 0.003 -0.007 0.1089
H 2.9196 -0.8161 1.4037 -0.020 -0.028 -0.014 0.1092
O -0.1044 -0.0438 -1.3928 -0.055 -0.245 -0.059 -0.1490
S 1.4702 -0.1273 -4.4790 0.029 0.030 -0.014 0.8954
C 2.8143 -1.0603 -5.2661 -0.009 0.032 0.012 -0.4115
C 3.2161 -2.2873 -4.4937 -0.013 -0.029 -0.039 -0.3026
C 3.0869 -3.5512 -5.0566 0.008 0.017 0.009 -0.0513
C 3.4418 -4.6873 -4.3393 0.006 -0.007 0.019 -0.0721
C 3.9346 -4.5697 -3.0497 -0.010 -0.017 -0.014 -0.0871
C 4.0796 -3.3089 -2.4830 0.008 0.032 0.007 -0.0855
C 3.7204 -2.1790 -3.1996 0.000 -0.012 0.007 -0.0716
C 0.1371 -1.3582 -4.5056 0.034 -0.007 0.034 -0.4224
C -0.3880 -1.6623 -5.8815 0.014 -0.008 -0.022 -0.2992
C -0.2351 -2.9299 -6.4306 -0.022 0.007 0.045 -0.0554
C -0.7112 -3.2123 -7.7047 -0.017 0.004 -0.023 -0.0768
C -1.3480 -2.2261 -8.4410 0.006 -0.025 -0.004 -0.0858
C -1.5097 -0.9576 -7.8977 0.003 0.018 0.023 -0.0769
C -1.0310 -0.6785 -6.6284 0.019 0.010 -0.037 -0.0567
H 3.6408 -0.3497 -5.3206 -0.009 0.009 -0.013 0.0825
H 2.5328 -1.3117 -6.2889 -0.035 -0.028 0.014 0.0838
H 2.7137 -3.6458 -6.0693 -0.008 0.003 -0.002 0.1102
H 3.3365 -5.6642 -4.7931 0.001 0.001 0.001 0.1071
H 4.2162 -5.4529 -2.4917 0.000 -0.001 0.000 0.1035
H 4.4858 -3.2103 -1.4838 0.001 0.002 0.000 0.1002
H 3.8353 -1.1940 -2.7596 0.004 0.000 0.007 0.1026
H -0.6323 -0.9183 -3.8703 -0.024 0.000 -0.017 0.0669
H 0.4863 -2.2697 -4.0160 0.018 0.003 0.007 0.0826
H 0.2499 -3.7057 -5.8498 0.008 -0.004 -0.001 0.1033
H -0.5861 -4.2042 -8.1194 0.000 -0.001 0.000 0.1051
H -1.7199 -2.4428 -9.4336 0.002 -0.002 0.000 0.1041
H -2.0090 -0.1848 -8.4675 0.000 0.000 0.001 0.1049
H -1.1434 0.3170 -6.2143 0.003 -0.001 0.001 0.1093
```
Positions in Å, forces in eV/Å.

As for the multiplicity: 1. The value obtained for the highest occupied orbital energy is -10.4525 eV. Its total charge is +1.



[2]
The following is a DFT calculation (ωB97M-V/def2-TZVPD) of a single C6H10O molecule in a non-equilibrium geometry.

Geometry as XYZ:
```
17
Properties=species:S:1:pos:R:3:forces:R:3:nbo_charge:R:1
C 1.9258 -1.5746 -0.4932 -0.625 -1.245 -0.403 -0.6474
C 0.9834 -0.8592 0.4532 -0.139 1.054 1.289 -0.0169
C 0.9912 -1.0296 1.7885 -0.350 -0.790 -0.294 -0.4044
C -2.0244 1.4675 -0.5365 1.673 -0.122 0.346 -0.0997
O -1.1575 2.1202 -1.4937 -1.078 -0.156 0.164 -0.7223
C -1.2177 0.3750 0.1670 0.521 0.934 0.012 -0.1825
C 0.0939 0.2068 -0.0850 -0.327 -0.850 -0.691 -0.2242
H 1.9356 -1.0883 -1.4690 0.139 0.186 0.103 0.2206
H 2.9543 -1.6963 -0.1255 -0.414 0.376 0.070 0.2257
H 1.5873 -2.6102 -0.7236 -0.002 0.505 0.232 0.2233
H 1.2376 -1.9982 2.2185 0.894 0.325 0.090 0.1900
H 0.6040 -0.2884 2.4814 -0.489 -0.184 -0.282 0.1970
H -2.9532 1.0699 -0.9745 0.284 0.214 0.000 0.1782
H -2.2265 2.2212 0.2308 -0.573 -0.181 0.065 0.1740
H -1.4677 3.0298 -1.4987 0.206 0.052 -0.331 0.4698
H -1.7514 -0.0737 1.0010 0.213 -0.487 -0.174 0.2031
H 0.4854 0.7283 -0.9405 0.068 0.369 -0.198 0.2160
```
Positions in Å, forces in eV/Å.

As for the multiplicity: 1. The value obtained for the highest occupied orbital energy is -8.4906 eV. Its total charge is 0. The SMILES is C=C(C)/C=C/CO.



[3]
The following is a DFT calculation (ωB97M-V/def2-TZVPD) of a molecular structure, C37H49GeIKN11O2.

Geometry as XYZ:
```
102
Properties=species:S:1:pos:R:3:forces:R:3:lowdin_charge:R:1
K 0.5461 -1.0058 -0.1674 -0.649 0.634 0.358 0.6463
C 0.0213 -0.2121 -5.9740 0.003 -0.036 0.033 -0.1405
C -1.2909 -0.5876 -5.7140 0.023 -0.016 -0.006 -0.1152
C -1.6440 -1.1336 -4.4907 -0.023 0.035 0.047 -0.0586
C -0.6923 -1.3309 -3.4775 0.039 -0.085 -0.051 -0.2888
C 0.6160 -0.9041 -3.7408 0.053 -0.090 -0.040 -0.0173
C 0.9669 -0.3690 -4.9675 -0.004 0.013 -0.005 -0.1052
N -1.0121 -1.8197 -2.2191 0.005 0.160 -0.133 0.0374
C -1.8448 -2.8097 -2.0493 -0.055 -0.087 0.079 -0.2417
C -2.2104 -3.7477 -3.0988 -0.040 -0.023 0.027 -0.0412
C -3.0966 -4.7508 -2.8983 -0.073 -0.010 0.117 -0.1137
C -3.7250 -4.9480 -1.6321 -0.046 -0.063 -0.129 -0.1355
C -3.4096 -4.1138 -0.6078 0.116 0.165 0.003 -0.0591
C -2.4698 -3.0520 -0.7533 -0.132 -0.064 -0.359 -0.2147
N -2.1414 -2.2639 0.3052 0.138 -0.216 0.442 0.0614
N -2.9895 -2.2769 1.2604 -0.236 -0.278 -0.367 0.0215
C -2.6116 -1.9271 2.5307 0.282 0.247 0.338 -0.3442
C -3.6303 -1.4192 3.3694 -0.035 -0.018 -0.152 -0.0461
C -3.3875 -1.2412 4.7050 -0.014 -0.017 0.096 -0.1090
C -2.1352 -1.5869 5.2171 -0.042 -0.010 -0.080 -0.1083
C -1.1952 -2.0580 4.3222 0.064 0.000 -0.050 -0.1893
N -1.3894 -2.2092 3.0086 -0.110 -0.046 -0.003 0.1312
H 0.2951 0.2187 -6.9294 -0.005 0.018 0.004 0.0830
H -2.0543 -0.4403 -6.4705 -0.014 0.014 0.017 0.0913
H -2.6780 -1.3841 -4.2864 0.004 0.011 -0.022 0.1114
H 1.3660 -1.0052 -2.9677 0.020 -0.040 0.029 0.0826
H 1.9919 -0.0542 -5.1315 -0.003 -0.005 0.003 0.0925
H -1.7232 -3.6414 -4.0580 0.004 0.016 0.011 0.1006
H -3.3156 -5.4339 -3.7132 0.013 -0.019 0.008 0.0887
H -4.4122 -5.7719 -1.4830 0.021 -0.014 -0.012 0.0766
H -3.8327 -4.2601 0.3766 -0.008 0.015 -0.002 0.0903
H -4.5870 -1.1869 2.9204 0.000 -0.025 0.014 0.1046
H -4.1618 -0.8552 5.3582 -0.003 0.032 -0.021 0.0980
H -1.9038 -1.4973 6.2697 0.024 -0.010 -0.001 0.0873
H -0.2199 -2.3588 4.6903 0.085 0.021 -0.015 0.0876
C -1.5461 3.2677 1.7221 -0.018 -0.007 0.105 -0.1691
C -2.0083 4.2418 2.8441 0.017 -0.054 -0.020 -0.1641
N -1.5735 3.7587 4.1654 -0.030 0.016 -0.014 -0.1747
C -2.1725 2.4375 4.3920 0.025 -0.001 -0.047 -0.1670
C -1.7569 1.4577 3.2579 0.011 0.027 -0.027 -0.1621
N -0.8609 2.1264 2.3262 0.128 0.050 0.072 -0.1391
C 0.3141 2.6005 3.0466 -0.045 -0.004 0.015 -0.1634
C -0.1144 3.6128 4.1471 -0.013 -0.030 0.003 -0.1711
H -0.8629 3.7376 1.0158 -0.006 0.003 -0.027 0.1042
H -2.3716 2.8911 1.1203 0.017 -0.008 -0.051 0.0945
H -3.0981 4.3319 2.8683 0.001 0.013 -0.003 0.1034
H -1.5990 5.2461 2.7020 0.003 -0.004 -0.005 0.1028
H -3.2581 2.5647 4.4323 -0.006 -0.011 0.014 0.1041
H -1.8427 2.0797 5.3725 0.001 -0.010 0.001 0.1028
H -2.6231 1.1083 2.6946 0.005 0.018 0.001 0.1116
H -1.2464 0.5793 3.6610 -0.026 0.034 -0.014 0.0945
H 0.9939 3.0532 2.3210 0.010 0.004 0.015 0.1162
H 0.8218 1.7361 3.4790 0.011 -0.006 -0.003 0.0919
H 0.3195 4.6023 3.9767 0.001 -0.001 -0.007 0.1031
H 0.2013 3.2792 5.1410 0.017 0.008 -0.008 0.1019
C -2.3169 4.6930 -2.0781 -0.060 0.104 -0.119 -0.2781
Ge -1.8172 2.8459 -2.7118 0.089 -0.064 0.226 0.6301
C -3.4767 2.2283 -3.6079 -0.036 -0.009 -0.054 -0.2433
C -0.4832 3.2804 -4.1290 -0.027 0.038 -0.076 -0.2430
C -1.2424 1.6999 -1.3714 -0.017 -0.017 0.090 -0.3372
H -2.6730 5.3414 -2.8907 0.024 -0.029 0.041 -0.0169
H -1.4488 5.1709 -1.6123 -0.010 -0.030 0.000 -0.0130
H -3.1040 4.6179 -1.3216 0.023 -0.014 -0.007 -0.0149
H -3.9151 2.9937 -4.2568 0.031 -0.003 0.028 -0.0066
H -4.2146 1.9538 -2.8490 0.016 0.004 -0.016 0.0002
H -3.2596 1.3410 -4.2063 -0.013 0.017 0.006 -0.0207
H -0.8090 4.0909 -4.7919 0.001 -0.023 0.035 -0.0095
H -0.2862 2.3876 -4.7256 0.016 0.008 0.002 -0.0227
H 0.4535 3.5800 -3.6492 -0.014 -0.007 -0.009 -0.0037
H -0.1838 1.6557 -1.1129 -0.045 0.054 -0.034 -0.1011
H -1.8237 0.8085 -1.1404 0.038 0.015 -0.110 -0.0939
N 3.7769 -3.9199 1.6744 0.011 -0.074 -0.073 -0.0674
N 2.3995 -4.0230 2.0846 0.025 0.110 0.083 -0.0702
H 3.7998 -3.7971 0.6601 0.010 0.022 0.023 0.0168
H 4.1294 -3.0603 2.0787 -0.001 -0.027 0.059 0.0223
H 2.0869 -4.9435 1.8031 0.011 -0.020 0.050 0.0531
H 1.8361 -3.3679 1.5464 -0.043 -0.062 -0.069 0.0400
I 6.4845 1.0173 2.2670 -0.106 -0.022 0.019 0.8063
C 4.6761 0.0952 2.7951 0.140 0.102 -0.085 -0.7036
C 4.6502 -0.8545 3.8017 -0.068 -0.006 0.014 -0.1620
C 3.4395 -1.4673 4.0735 0.021 -0.043 0.072 -0.0781
C 2.3231 -1.0879 3.3402 0.080 0.064 -0.020 -0.1493
N 2.3531 -0.1575 2.3941 -0.007 -0.122 -0.117 0.0934
C 3.5174 0.4224 2.1075 -0.018 0.048 0.072 -0.2045
H 5.5467 -1.1169 4.3474 0.013 -0.021 -0.025 0.0904
H 3.3702 -2.2498 4.8174 -0.043 0.002 -0.021 0.1056
H 1.3652 -1.5604 3.4938 -0.088 -0.088 0.077 0.0756
H 3.5036 1.1395 1.2951 0.015 -0.022 0.020 0.0818
C 4.6875 1.5860 -2.5245 -0.029 -0.012 0.000 -0.0366
N 4.3473 0.2122 -2.2120 -0.104 0.065 -0.005 -0.0608
C 4.9175 -0.8430 -2.8585 0.023 -0.014 -0.003 -0.0916
C 4.5788 -2.1096 -2.5775 -0.015 -0.002 0.001 -0.0098
C 3.5802 -2.3551 -1.5357 0.089 0.199 0.043 -0.5381
O 3.2776 -3.5124 -1.2084 -0.022 -0.032 -0.033 -0.0461
N 3.0141 -1.2735 -0.9274 0.377 -0.175 -0.071 0.0634
C 3.3463 -0.0083 -1.2401 0.181 -0.027 -0.070 -0.5661
O 2.8347 0.9918 -0.7216 0.032 -0.147 -0.086 -0.0336
H 5.3238 1.5989 -3.4091 0.007 -0.008 -0.002 0.0777
H 5.2125 2.0588 -1.6920 0.002 -0.008 0.005 0.0841
H 3.7812 2.1589 -2.7116 -0.007 -0.003 -0.022 0.0906
H 5.6593 -0.5890 -3.6065 -0.010 0.017 -0.015 0.1120
H 5.0263 -2.9478 -3.0899 -0.001 0.016 -0.005 0.0945
```
Positions in Å, forces in eV/Å.

As for the multiplicity: 1. The value obtained for the highest occupied orbital energy is 0.2961 eV. Its total charge is -2.



[4]
The following is a DFT calculation (ωB97M-V/def2-TZVPD) of a single C7H10 molecule in a non-equilibrium geometry.

Geometry as XYZ:
```
17
Properties=species:S:1:pos:R:3:forces:R:3:nbo_charge:R:1
C 0.3053 -1.8577 1.3501 -1.021 -0.395 -0.060 -0.1609
C -0.2689 -1.5079 2.4954 -0.020 1.676 0.356 -0.4068
C -0.4761 -1.5858 0.0506 -0.261 1.005 1.164 -0.4786
C -0.4557 -0.0996 -0.3400 1.007 -0.660 1.779 -0.1650
C 0.6099 0.4858 -0.8769 1.548 1.553 -0.078 -0.2247
C 0.7224 1.8745 -1.4222 -1.340 -0.813 0.920 -0.2211
C -0.3226 2.7051 -1.4700 0.730 0.446 -0.989 -0.3712
H 1.2093 -2.4462 1.3628 0.441 0.303 -0.276 0.2050
H 0.1687 -1.3297 3.4748 0.477 -1.043 -0.140 0.2037
H -1.2050 -0.9544 2.4709 -0.271 -0.228 -0.302 0.1721
H -0.1848 -2.2010 -0.7902 -0.105 -0.255 -0.004 0.2224
H -1.5326 -1.6917 0.3505 0.330 -0.780 -0.589 0.2193
H -1.1164 0.4839 0.3130 -0.706 0.181 -1.370 0.2054
H 1.6354 0.1102 -0.7186 -0.678 -1.142 -1.054 0.2021
H 1.6929 2.1240 -1.8380 -0.109 0.275 0.177 0.2047
H -1.3415 2.4408 -1.2124 0.194 -0.106 0.226 0.1978
H -0.1718 3.6713 -1.9480 -0.213 -0.017 0.239 0.1958
```
Positions in Å, forces in eV/Å.

As for the multiplicity: 1. The value obtained for the highest occupied orbital energy is -8.4230 eV. Its total charge is 0. The SMILES is C=C/C=C/CC=C.



Record order is preserved below.
Energy above the lowest of the compared OMol25 structures with the same formula, charge and spin: 76.6, 158.8, 91.9, 312.7 kJ/mol
Record order is preserved below.
DFT total energy: -4015.3994, -309.7819, -5166.6040, -272.5989 hartree